(1)
9
Properties=species:S:1:pos:R:3:forces:R:3:mulliken_charge:R:1 method="wB97M-V/def2-TZVPD" multiplicity=1 smiles="O=CN(O)C=O" relative_energy_kcal_mol=61.44 homo_energy_ev=-10.7
O 2.322 0.129 -0.043 -0.38 0.11 -0.10 -0.458
C 1.257 -0.417 -0.090 0.26 -0.11 0.25 0.119
N 0.015 0.208 -0.097 0.64 0.46 -0.05 0.252
O -0.005 1.584 -0.198 -0.17 -0.03 0.69 -0.351
C -1.188 -0.461 -0.081 -0.79 0.12 0.10 0.140
O -2.250 0.104 -0.057 0.24 -0.23 0.00 -0.476
H 1.146 -1.507 -0.090 -0.10 -0.16 -0.09 0.208
H -0.214 1.918 0.704 0.14 -0.27 -0.73 0.340
H -1.084 -1.558 -0.049 0.17 0.12 -0.08 0.225


(2)
9
Properties=species:S:1:pos:R:3:forces:R:3:mulliken_charge:R:1 method="wB97M-V/def2-TZVPD" multiplicity=1 relative_energy_kcal_mol=84.66 homo_energy_ev=-9.6
O -1.217 1.866 1.614 0.99 0.00 -0.19 -0.545
C -1.119 1.059 0.712 -1.42 -0.80 -0.25 0.138
N -0.018 0.480 0.170 3.35 -0.20 0.53 -0.478
C 0.914 -0.857 -0.726 -5.31 1.43 2.84 0.708
O 0.082 -1.023 -1.717 1.16 -1.27 -0.91 -0.391
O 1.576 -1.416 0.031 1.93 -0.01 -1.16 -0.262
H -2.063 0.660 0.314 -0.14 -0.10 -0.51 0.235
H 0.814 0.742 0.695 -0.37 0.52 0.32 0.203
H -0.748 -1.057 -1.198 -0.19 0.42 -0.66 0.393